[1]
# C36H56Br40FN5O8P

A molecular structure, C36H56Br40FN5O8P in a non-equilibrium geometry (ωB97M-V with the def2-TZVPD basis set, the Open Molecules 2025 dataset).

Structure (ORCA input):
```
! RIJCOSX wB97M-V def2-TZVPD def2/J DEFGRID3
* xyz 1 1
C -2.804 7.702 1.277
C -1.611 6.816 1.175
C -1.454 5.361 1.986
C -0.419 4.356 1.120
C -1.303 3.487 0.037
C -0.913 3.641 -1.529
C -2.272 4.014 -2.433
C -2.667 5.619 -2.179
Br -3.796 2.755 -2.181
N -1.500 2.125 0.613
O -2.391 2.377 1.630
C -0.271 1.328 1.059
C -0.037 0.254 -0.144
C -1.090 -0.921 -0.417
C -1.872 -0.640 -1.870
C -3.445 -1.092 -1.665
N -4.395 -0.546 -2.715
C -5.785 -0.384 -2.063
N -6.596 0.663 -2.502
N -6.327 -1.345 -1.000
C -0.832 0.459 2.333
C -0.086 -0.905 2.799
O -0.145 -1.175 4.136
F 0.612 -1.931 2.008
C 1.057 2.292 1.399
C 2.030 1.626 2.586
C 2.851 0.284 2.197
O 3.423 -0.112 1.075
O 3.072 -0.671 3.341
P 2.250 2.706 0.016
O 2.131 4.095 -0.729
O 3.911 2.869 0.674
O 2.537 1.561 -1.263
N 0.503 3.556 1.991
C 1.464 4.563 2.518
O 1.310 4.537 4.012
C 1.916 5.707 4.642
C 0.830 6.234 5.792
C 0.539 7.846 5.733
H -3.864 7.276 1.541
H -2.625 8.851 1.007
H -0.758 7.177 0.422
H -2.540 4.936 2.057
H -1.080 5.549 3.078
H 0.137 5.171 0.443
H -2.388 4.011 0.091
H -0.421 2.737 -2.060
H -0.244 4.624 -1.630
H -1.962 3.954 -3.576
H -1.720 6.284 -1.974
H -3.387 6.034 -3.003
H -3.290 5.624 -1.166
H -2.098 1.600 -0.094
H -3.303 2.036 1.377
H 1.035 -0.235 0.041
H 0.075 0.827 -1.186
H -1.932 -1.135 0.348
H -0.496 -1.939 -0.596
H -1.887 0.519 -2.086
H -1.336 -1.146 -2.780
H -3.459 -2.281 -1.640
H -3.814 -0.631 -0.627
H -4.542 -1.336 -3.391
H -7.503 0.635 -1.961
H -5.885 -1.064 -0.077
H -7.358 -1.181 -0.826
H -1.934 0.021 2.171
H -0.785 1.193 3.274
H 2.883 2.345 2.970
H 1.414 1.402 3.587
H 2.684 -0.271 4.185
H 4.445 3.460 0.067
H 2.386 1.959 -2.177
H 2.601 4.386 2.323
H 1.270 5.690 2.217
H 2.288 6.552 3.929
H 2.871 5.343 5.252
H 1.109 5.832 6.876
H -0.207 5.701 5.533
H -0.300 8.054 4.909
H 1.511 8.480 5.573
H 0.015 8.130 6.765
C 1.402 -3.989 -2.888
Br 1.411 -5.929 -3.040
Br -0.019 -3.186 -3.946
Br 1.339 -3.409 -1.032
H 2.351 -3.632 -3.302
C -7.507 -5.359 -0.716
Br -8.315 -6.043 -2.348
Br -5.581 -5.148 -0.896
Br -8.362 -3.718 -0.117
H -7.675 -6.110 0.063
C 5.161 -0.793 6.046
Br 3.577 -1.700 6.720
Br 5.004 1.141 6.189
Br 6.786 -1.451 6.889
H 5.236 -1.030 4.980
C 4.811 -4.296 3.991
Br 6.058 -5.752 4.322
Br 5.520 -3.011 2.714
Br 3.057 -4.951 3.461
H 4.680 -3.765 4.940
C -5.924 4.234 -5.735
Br -6.419 5.843 -4.761
Br -6.778 4.154 -7.481
Br -3.994 4.030 -5.863
H -6.298 3.382 -5.157
C 7.186 -5.272 -0.271
Br 8.433 -6.728 0.060
Br 7.895 -3.987 -1.547
Br 5.433 -5.927 -0.801
H 7.055 -4.741 0.678
C 1.812 0.994 9.876
Br 1.317 2.603 10.851
Br 0.959 0.914 8.130
Br 3.743 0.791 9.748
H 1.439 0.143 10.454
C 7.300 -7.715 -4.021
Br 8.547 -9.171 -3.691
Br 8.009 -6.430 -5.298
Br 5.546 -8.370 -4.552
H 7.169 -7.184 -3.073
C -6.080 10.048 -5.714
Br -7.208 10.116 -4.130
Br -4.215 9.727 -5.261
Br -6.740 8.764 -7.018
H -6.129 11.035 -6.184
C 2.112 -6.631 7.284
Br 0.528 -7.537 7.958
Br 1.955 -4.697 7.427
Br 3.737 -7.289 8.128
H 2.187 -6.868 6.218
C -9.179 -3.203 -4.995
Br -9.988 -3.887 -6.627
Br -7.254 -2.993 -5.174
Br -10.035 -1.562 -4.396
H -9.347 -3.954 -4.216
C 8.473 -9.671 -7.861
Br 9.720 -11.127 -7.530
Br 9.183 -8.386 -9.138
Br 6.720 -10.326 -8.391
H 8.343 -9.141 -6.912
C 3.669 -13.186 -9.184
Br 3.678 -15.126 -9.336
Br 2.249 -12.383 -10.242
Br 3.606 -12.606 -7.328
H 4.618 -12.829 -9.598
*
```

## Properties
Orbital gap, eV: 7.84
Highest occupied orbital energy, hartree: -0.4064



[2]
# C36H56N4O8

10 unconnected molecules or ions with the total composition C36H56N4O8 in a non-equilibrium geometry (ωB97M-V with the def2-TZVPD basis set, the Open Molecules 2025 dataset).

Structure (ORCA input):
```
! RIJCOSX wB97M-V def2-TZVPD def2/J DEFGRID3
* xyz 0 1
C 2.772 2.602 1.437
C 2.810 2.481 0.041
C 2.228 3.629 -0.479
N 2.025 4.474 0.563
C 2.363 3.884 1.754
H 2.947 1.812 2.149
H 3.030 1.615 -0.562
H 2.282 3.996 -1.492
H 1.676 5.413 0.488
H 2.076 4.286 2.709
C -3.016 2.491 3.740
C -1.790 1.895 3.331
C -1.205 2.782 2.462
N -2.063 3.819 2.243
C -3.170 3.654 3.037
H -3.737 2.060 4.416
H -1.384 1.028 3.826
H -0.243 2.775 1.977
H -1.954 4.463 1.479
H -4.059 4.257 2.948
C 2.115 -6.452 -2.381
C 2.311 -5.076 -2.589
C 3.499 -4.928 -3.260
N 3.988 -6.181 -3.529
C 3.173 -7.123 -2.943
H 1.273 -6.922 -1.898
H 1.680 -4.234 -2.350
H 4.001 -4.044 -3.617
H 4.896 -6.376 -3.908
H 3.445 -8.152 -3.106
C 4.019 -2.584 -0.226
C 3.966 -2.293 1.162
C 4.549 -1.064 1.324
N 4.882 -0.576 0.094
C 4.542 -1.501 -0.875
H 3.666 -3.489 -0.695
H 3.557 -2.892 1.959
H 4.762 -0.470 2.200
H 5.380 0.289 -0.014
H 4.804 -1.247 -1.888
O -3.749 -3.502 -1.685
C -3.614 -3.264 -2.851
C -2.661 -2.269 -3.484
C -3.031 -2.278 -4.956
C -4.246 -3.217 -5.061
O -4.327 -3.902 -3.801
H -2.866 -1.302 -3.028
H -1.649 -2.543 -3.194
H -3.363 -1.296 -5.305
H -2.235 -2.511 -5.664
H -5.178 -2.654 -5.152
H -4.234 -3.943 -5.870
O 0.524 -2.352 -1.761
C 0.117 -1.475 -1.046
C 0.921 -0.604 -0.124
C -0.151 0.299 0.518
C -1.499 -0.193 0.002
O -1.168 -1.106 -1.074
H 1.568 -1.134 0.573
H 1.615 -0.026 -0.735
H -0.074 0.155 1.596
H 0.074 1.341 0.307
H -2.119 -0.702 0.740
H -2.154 0.555 -0.446
C -4.301 3.266 -0.369
C -5.077 4.548 -0.285
C -4.284 5.779 0.113
O -6.230 4.586 -0.631
H -4.946 2.455 -0.727
H -4.209 2.839 0.645
H -3.315 3.214 -0.819
H -4.521 6.433 -0.732
H -3.207 5.634 0.103
H -4.593 6.189 1.073
C -1.251 -3.559 2.174
C -0.526 -4.872 2.039
C 0.004 -5.267 0.681
O -0.552 -5.681 2.940
H -2.178 -3.485 1.607
H -0.642 -2.700 1.865
H -1.450 -3.377 3.231
H -0.108 -6.340 0.543
H 1.037 -4.955 0.521
H -0.600 -4.800 -0.105
C -1.346 5.572 -2.819
C -0.900 4.423 -1.927
C -0.409 3.183 -2.590
O -1.118 4.517 -0.738
H -1.873 6.276 -2.180
H -2.095 5.205 -3.527
H -0.534 6.044 -3.368
H 0.254 3.332 -3.441
H -1.267 2.624 -2.991
H 0.010 2.444 -1.907
C 1.879 0.430 4.417
C 2.967 1.193 5.146
C 3.541 0.552 6.391
O 3.318 2.290 4.785
H 1.273 -0.080 5.169
H 2.362 -0.359 3.828
H 1.244 1.011 3.755
H 3.964 -0.433 6.195
H 2.812 0.400 7.189
H 4.270 1.292 6.722
*
```

## Properties
Orbital gap, eV: 8.16
SMILES string: c1cc[nH]c1.c1cc[nH]c1.c1cc[nH]c1.c1cc[nH]c1.O=C1CCCO1.O=C1CCCO1.CC(C)=O.CC(C)=O.CC(C)=O.CC(C)=O
Energy relative to the best compared isomer or geometry (same formula, charge and spin), kJ/mol: 0.0
Highest occupied orbital energy, hartree: -0.2958



[3]
# C36H57AsBaBrCl2F4N4O4

A molecular structure, C36H57AsBaBrCl2F4N4O4 (ωB97M-V with the def2-TZVPD basis set, the Open Molecules 2025 dataset).

Structure (ORCA input):
```
! RIJCOSX wB97M-V def2-TZVPD def2/J DEFGRID3
* xyz -1 1
Ba 0.854 -0.747 0.315
C 5.636 -3.963 2.940
C 4.442 -3.067 2.592
N 4.718 -1.658 2.656
C 4.662 -1.016 3.944
C 3.255 -0.575 4.345
C 5.359 -1.029 1.528
C 4.367 -0.638 0.427
N 3.346 0.282 0.882
C 3.607 1.571 1.055
C 2.586 2.374 1.647
F 1.436 1.741 2.019
C 2.686 3.720 1.872
F 1.641 4.359 2.441
C 3.825 4.440 1.543
C 4.846 3.699 0.976
F 5.992 4.328 0.626
C 4.760 2.346 0.736
F 5.842 1.749 0.164
H 5.362 -5.019 2.867
H 5.982 -3.769 3.957
H 6.470 -3.780 2.260
H 3.608 -3.293 3.265
H 4.083 -3.322 1.589
H 5.319 -0.141 3.921
H 5.069 -1.683 4.720
H 2.868 0.127 3.607
H 3.261 -0.100 5.330
H 2.574 -1.428 4.370
H 6.123 -1.691 1.087
H 5.882 -0.135 1.874
H 3.843 -1.564 0.153
H 4.912 -0.319 -0.469
H 3.907 5.502 1.710
C -2.258 5.213 -4.779
C -3.148 3.972 -4.704
C -4.519 4.400 -4.162
C -3.323 3.424 -6.127
C -2.549 2.896 -3.801
C -1.337 3.041 -3.142
C -0.879 2.025 -2.326
Br 0.792 2.295 -1.432
C -1.558 0.809 -2.069
O -1.103 -0.056 -1.230
C -2.772 0.645 -2.815
C -3.224 1.688 -3.609
C -3.624 -0.622 -2.661
C -4.543 -0.845 -3.869
C -2.785 -1.903 -2.519
C -4.496 -0.452 -1.410
H -2.723 5.960 -5.426
H -1.275 4.976 -5.192
H -2.115 5.662 -3.795
H -4.963 5.167 -4.803
H -4.421 4.807 -3.153
H -5.208 3.557 -4.115
H -3.760 4.184 -6.781
H -3.976 2.550 -6.139
H -2.358 3.125 -6.542
H -0.736 3.934 -3.240
H -4.163 1.560 -4.132
H -3.967 -0.894 -4.796
H -5.302 -0.069 -3.978
H -5.072 -1.792 -3.744
H -2.051 -1.978 -3.327
H -3.449 -2.771 -2.579
H -2.244 -1.931 -1.581
H -5.165 0.404 -1.522
H -3.862 -0.275 -0.541
H -5.098 -1.347 -1.226
C 1.250 -3.618 -3.285
N 1.731 -2.408 -3.927
C 2.111 -1.319 -3.215
N 2.605 -0.254 -3.931
O 2.050 -1.280 -1.992
H 1.931 -4.452 -3.464
H 0.257 -3.879 -3.651
H 1.191 -3.446 -2.213
H 1.918 -2.424 -4.914
H 2.272 -0.135 -4.874
H 2.622 0.598 -3.388
C -0.462 0.515 5.124
C -1.301 -0.572 4.458
As -1.605 -0.149 2.568
C -2.823 -1.619 2.044
C -3.500 -2.410 3.158
C -2.868 1.352 2.699
C -4.096 1.160 3.578
H -0.240 0.258 6.162
H -0.979 1.478 5.125
H 0.486 0.652 4.602
H -2.247 -0.725 4.981
H -0.760 -1.520 4.456
H -2.224 -2.302 1.435
H -3.559 -1.179 1.370
H -2.765 -2.904 3.793
H -4.141 -3.188 2.735
H -4.120 -1.778 3.796
H -3.160 1.564 1.668
H -2.279 2.211 3.029
H -4.719 0.341 3.213
H -4.714 2.061 3.589
H -3.823 0.937 4.611
Cl -0.785 -5.308 2.693
C 0.915 -4.801 2.479
Cl 1.850 -6.066 1.663
C 0.928 -3.457 1.722
O 0.825 -3.471 0.480
O 1.011 -2.457 2.469
H 1.330 -4.671 3.471
*
```

## Properties
Orbital gap, eV: 6.15
Energy relative to the best compared isomer or geometry (same formula, charge and spin), kJ/mol: 14.7
Highest occupied orbital energy, hartree: -0.1521



[4]
# C36H58Cl6N6O2

A molecular structure, C36H58Cl6N6O2 in a non-equilibrium geometry (ωB97M-V with the def2-TZVPD basis set, the Open Molecules 2025 dataset).

Structure (ORCA input):
```
! RIJCOSX wB97M-V def2-TZVPD def2/J DEFGRID3
* xyz 0 3
C -4.178 0.572 1.956
Cl -3.521 2.120 1.362
Cl -2.969 -0.338 2.971
Cl -4.803 -0.452 0.596
H -5.044 0.829 2.566
C -3.132 3.847 -1.833
Cl -2.236 5.358 -1.434
Cl -2.351 2.468 -1.210
Cl -3.486 3.471 -3.556
H -4.048 3.798 -1.245
C 5.623 3.694 0.087
C 5.029 3.637 -1.338
C 6.213 3.114 -2.204
C 5.873 2.817 -3.656
C 4.722 1.793 -3.567
C 3.447 2.305 -2.883
N 3.830 2.774 -1.586
O 2.731 3.031 -0.687
C 2.742 3.383 -3.754
C 2.479 1.010 -2.705
C 4.798 5.173 -1.704
H 5.768 2.674 0.443
H 5.023 4.220 0.831
H 6.558 4.253 0.114
H 6.994 3.861 -2.056
H 6.585 2.170 -1.806
H 6.785 2.416 -4.099
H 5.619 3.738 -4.180
H 5.125 0.994 -2.945
H 4.577 1.257 -4.505
H 2.005 3.818 -3.078
H 3.423 4.115 -4.189
H 2.213 3.000 -4.627
H 2.756 0.268 -1.956
H 1.429 1.255 -2.549
H 2.464 0.491 -3.664
H 5.602 5.812 -1.338
H 3.856 5.463 -1.238
H 4.613 5.156 -2.778
C -5.839 -4.226 1.531
C -4.557 -4.776 2.174
C -3.869 -5.946 1.349
C -3.227 -5.414 -0.009
C -2.220 -4.196 0.272
C -2.812 -3.114 1.256
N -3.460 -3.796 2.430
O -3.829 -2.823 3.516
C -1.544 -2.302 1.628
C -3.714 -2.101 0.530
C -4.952 -5.590 3.367
H -6.073 -3.239 1.930
H -6.555 -5.041 1.636
H -5.842 -4.032 0.459
H -3.067 -6.503 1.834
H -4.618 -6.621 0.937
H -4.089 -5.151 -0.623
H -2.633 -6.235 -0.411
H -2.122 -3.735 -0.711
H -1.296 -4.652 0.628
H -1.200 -1.560 0.908
H -1.618 -1.735 2.556
H -0.641 -2.879 1.823
H -4.554 -2.563 0.011
H -4.206 -1.481 1.279
H -3.195 -1.428 -0.153
H -5.590 -4.980 4.007
H -4.015 -5.920 3.816
H -5.580 -6.452 3.142
N 2.400 -1.206 2.038
C 1.335 -1.025 2.870
C 0.304 -1.819 2.391
C 0.714 -2.256 1.181
C 1.957 -1.815 0.855
H 3.292 -0.741 2.132
H 1.504 -0.381 3.721
H -0.641 -2.040 2.865
H 0.292 -2.899 0.423
H 2.662 -1.963 0.050
N 1.417 1.955 1.901
C 2.239 2.827 1.137
C 3.219 3.244 1.994
C 2.943 2.813 3.263
C 1.904 2.045 3.219
H 0.494 1.601 1.696
H 2.083 3.186 0.130
H 4.076 3.870 1.796
H 3.582 3.134 4.072
H 1.270 1.715 4.030
N 0.409 0.008 0.564
C -0.674 0.106 1.432
C -1.208 1.283 1.043
C -0.462 1.963 -0.026
C 0.559 1.004 -0.335
H 1.075 -0.740 0.697
H -0.860 -0.670 2.160
H -2.029 1.792 1.525
H -0.601 2.861 -0.610
H 1.256 0.938 -1.158
N -1.584 -0.556 -1.183
C -0.949 -0.906 -2.341
C -1.945 -1.198 -3.172
C -3.181 -1.333 -2.525
C -2.888 -0.846 -1.285
H -1.029 -0.208 -0.414
H 0.121 -0.802 -2.452
H -1.649 -1.533 -4.156
H -4.156 -1.714 -2.791
H -3.446 -0.570 -0.403
*
```

## Properties
Orbital gap (spin up / spin down), eV: 7.75 / 6.66
Expectation value of S²: 2.02
Highest occupied orbital energy (spin up / spin down), hartree: -0.2737 / -0.2748



It is found that the DFT total energy values, taken in the order of the records, are -105681.88050, -2226.24589, -8081.32983, -4645.20842 hartree.